Formula: C43H94F9N5O3PS
Source: the Open Molecules 2025 dataset
Level of theory: wB97M-V/def2-TZVPD

XYZ file:
```
156
Properties=species:S:1:pos:R:3:forces:R:3
P 5.73144 6.20832 -1.89622 2.5 -0.1 -0.3
F 6.07396 7.53272 -0.90378 -1.6 -1.8 -0.2
F 7.25395 6.42635 -2.48329 -0.8 0.5 -0.4
F 6.50679 5.16913 -0.83435 -1.8 0.5 0.3
F 5.64502 4.95857 -2.98138 -1.0 0.3 0.8
F 4.17323 5.83287 -1.28462 2.4 0.6 -0.2
F 5.05799 7.21087 -2.95353 0.0 -0.4 0.3
C 14.52860 5.01124 -2.87533 0.4 -0.6 0.0
C 13.11740 4.39625 -2.66893 0.9 2.1 0.3
C 13.03738 2.94838 -3.06315 -0.4 -0.3 1.3
N 11.62828 2.40086 -3.37988 -0.2 -1.0 0.1
C 11.12518 3.24478 -4.56548 0.4 -1.6 0.2
C 11.74679 0.84509 -3.70591 -2.3 2.3 -3.3
C 10.19732 0.39828 -3.86000 1.7 -0.4 1.7
C 9.50758 1.20796 -2.72681 -0.4 -0.8 -1.3
C 10.49614 2.25679 -2.29890 1.5 1.0 0.8
H 15.28829 4.48310 -2.29909 0.1 0.0 0.0
H 14.56515 6.06551 -2.60095 -0.3 -0.1 0.2
H 14.83439 4.99475 -3.92142 -0.1 -0.2 -0.1
H 12.55621 5.14351 -3.22998 -0.8 -0.7 -0.2
H 12.89332 4.60265 -1.62237 -0.4 -0.5 0.1
H 13.40927 2.31534 -2.25750 0.0 0.1 0.2
H 13.74859 2.77352 -3.87043 -0.7 -0.3 -0.6
H 11.87851 3.09596 -5.33906 -0.3 -0.2 -0.3
H 11.11220 4.32190 -4.39890 -0.4 -0.4 0.7
H 10.16247 2.80070 -4.81863 0.1 0.5 -0.3
H 12.16003 0.88100 -4.71390 0.6 -0.5 0.2
H 12.38241 0.30058 -3.00764 -0.4 0.3 0.2
H 9.62838 0.41242 -4.78963 0.9 0.6 -0.4
H 10.26269 -0.65767 -3.59774 -0.4 -0.1 0.1
H 8.55522 1.65248 -3.01581 0.1 -0.1 -0.2
H 9.30950 0.43510 -1.98413 0.0 0.7 0.6
H 10.09230 3.24826 -2.09394 0.0 -0.1 0.0
H 10.95725 1.82718 -1.40958 0.5 0.6 0.1
C 2.63707 -3.39703 0.06325 0.6 0.6 -1.1
C 1.94624 -2.02599 -0.01406 -1.3 -0.4 0.1
C 2.67590 -0.97477 0.70762 1.2 1.6 1.6
N 2.22607 0.51421 0.65412 -0.1 0.1 -1.2
C 2.34495 1.05090 -0.79471 -0.6 -0.5 1.2
C 3.13881 1.33723 1.55350 -1.0 0.5 -0.1
C 2.39504 2.65612 1.86044 0.9 -0.6 0.4
C 0.97135 2.29810 1.59049 -3.1 -0.9 -2.0
C 0.82004 0.76731 1.19963 2.3 0.7 1.2
H 3.57585 -3.29014 -0.48023 0.3 -0.1 0.1
H 2.07651 -4.09666 -0.55673 -0.2 -0.2 0.5
H 2.87759 -3.78141 1.05446 -0.4 0.1 0.0
H 0.99918 -2.10307 0.52001 -0.5 -0.1 -0.5
H 1.77461 -1.74555 -1.05329 -0.1 -0.2 -0.1
H 3.74357 -0.96696 0.48828 0.1 0.2 -0.2
H 2.58614 -1.16374 1.77736 0.2 -0.2 0.1
H 1.96567 2.05827 -0.96639 0.3 0.2 0.9
H 1.62856 0.45731 -1.36264 0.8 -0.5 -0.4
H 3.41639 1.01926 -0.99248 -0.3 -0.3 -0.7
H 4.08107 1.47057 1.02202 0.1 -0.3 0.6
H 3.11932 0.90680 2.55473 0.9 -1.0 -0.5
H 2.83385 3.51250 1.34842 -0.5 0.0 -0.3
H 2.54276 2.81667 2.92839 0.0 0.3 -0.1
H 0.57677 2.71298 0.66298 0.3 0.9 0.1
H 0.19467 2.53195 2.31863 0.4 0.1 0.3
H 0.07711 0.47545 0.45735 0.0 0.3 0.3
H 0.78379 0.16758 2.10908 -0.4 -0.3 -0.2
C 6.11691 13.09785 -2.04544 -0.5 0.9 1.2
C 5.24214 12.52992 -0.84245 -0.2 -0.2 -1.5
C 3.73113 12.74529 -1.12564 0.3 0.6 1.8
N 2.84046 12.30593 0.06368 0.0 -1.5 0.3
C 3.09452 13.04226 1.34099 0.5 0.1 0.1
C 3.09267 10.78242 0.30389 -0.3 0.8 0.5
C 1.79682 10.24375 0.96131 3.1 0.7 -1.0
C 0.80497 10.90601 0.08622 -2.3 0.9 -1.4
C 1.33174 12.38938 -0.23256 0.0 -0.8 1.6
H 6.85990 13.76936 -1.61516 0.4 -0.4 0.1
H 5.54672 13.84115 -2.60265 -0.3 -0.4 -0.4
H 6.62983 12.39939 -2.70664 -0.4 -0.2 0.2
H 5.52347 13.03390 0.08218 0.0 0.0 -0.1
H 5.41975 11.45919 -0.74194 0.2 0.0 0.1
H 3.35940 12.20347 -1.99531 0.1 0.3 0.0
H 3.53934 13.81828 -1.12144 -0.1 0.0 -0.8
H 3.04836 14.12161 1.19614 0.0 -0.1 -0.3
H 4.06936 12.75946 1.73824 -0.1 0.1 -0.1
H 2.33388 12.79053 2.08001 0.1 -0.2 -0.2
H 3.95500 10.63927 0.95505 0.1 0.2 -0.4
H 3.25795 10.38638 -0.69807 0.0 -0.3 0.2
H 1.83749 10.61456 1.98549 -0.6 -0.4 0.1
H 1.96725 9.16946 0.89096 -0.9 -0.1 0.2
H -0.18201 10.87862 0.54797 0.0 0.8 0.3
H 0.54258 10.37617 -0.82949 0.8 -0.2 -0.2
H 0.88923 13.01162 0.54533 0.2 0.1 0.0
H 1.17979 12.97387 -1.13997 -0.2 -1.0 -0.4
C 1.26169 7.10870 -5.76502 0.5 0.6 -0.5
C 1.06568 5.61780 -5.67926 -0.9 -0.5 -0.9
C 1.67063 4.93518 -6.90831 0.4 -0.9 0.1
N 1.55711 3.33342 -6.95211 -1.0 1.5 0.0
C 2.47595 2.68976 -5.83547 -0.5 0.3 -2.2
C 2.68109 1.19290 -5.97205 1.6 0.0 0.0
C 2.94295 0.67004 -7.41048 -0.4 -1.4 1.7
C 1.98358 1.23544 -8.36222 0.8 2.0 -1.9
C 2.00118 2.83546 -8.29395 -0.5 -1.8 0.0
C 0.09094 2.95818 -6.81481 1.1 -0.1 2.6
H 0.57683 7.58128 -5.06093 0.6 0.2 0.2
H 0.96066 7.47708 -6.74572 -0.3 -0.1 -0.2
H 2.30455 7.42189 -5.71544 0.0 0.1 0.7
H -0.02164 5.57296 -5.74107 -0.2 -0.7 0.1
H 1.37184 5.17404 -4.73193 0.3 0.1 -0.1
H 2.71496 5.22906 -7.01373 0.4 -0.6 0.3
H 1.26321 5.31364 -7.84580 -0.6 -0.3 0.1
H 3.44672 3.07429 -6.14828 -0.1 0.7 0.5
H 2.19002 2.98905 -4.82712 -0.1 0.3 -0.4
H 3.69383 1.20684 -5.56923 0.0 -0.8 0.7
H 2.08216 0.54257 -5.33451 -0.3 0.2 -0.3
H 3.98425 0.75069 -7.72239 0.0 0.7 0.0
H 2.82018 -0.41236 -7.37242 -0.1 -0.1 0.1
H 2.35349 1.01928 -9.36449 0.0 0.1 -0.2
H 0.99448 0.77942 -8.40498 -0.1 0.4 0.6
H 2.97072 3.30738 -8.45324 0.1 -0.4 -0.4
H 1.27370 3.08172 -9.06740 0.1 0.9 0.3
H 0.06091 1.87205 -6.90155 -0.5 0.3 -0.4
H -0.66661 3.55380 -7.32417 0.7 -0.2 -0.8
H -0.06126 3.18968 -5.76061 -0.5 -0.2 0.1
C 7.29542 2.16446 6.29078 -1.3 -1.5 -1.9
C 8.36708 3.11734 5.88220 0.5 0.6 -0.7
C 7.80576 4.32158 5.02802 0.9 0.4 0.2
N 8.90022 5.28353 4.42840 0.2 -0.7 0.4
C 8.11867 6.43979 3.73018 1.4 0.9 0.2
C 9.07508 7.56130 3.24379 0.9 1.5 1.6
C 9.98829 8.13099 4.35134 0.9 -0.8 1.4
C 10.68146 6.96392 5.13150 -0.8 0.2 -0.7
C 9.76996 5.86110 5.59084 -1.2 -0.2 -0.1
C 9.82592 4.51557 3.44603 -2.3 0.2 -0.3
H 7.56031 1.33340 6.94444 0.1 0.9 1.1
H 7.14641 1.50771 5.43371 -0.6 0.1 -0.6
H 6.32934 2.65140 6.42375 0.1 -0.2 0.8
H 9.04228 2.55971 5.23316 0.3 0.1 0.0
H 8.91848 3.30984 6.80253 0.2 1.2 -0.3
H 7.06920 4.96118 5.51432 0.6 0.2 0.9
H 7.17030 4.07411 4.17770 0.6 -1.0 -0.4
H 7.46789 6.76464 4.54200 0.1 0.5 -0.1
H 7.46481 6.20392 2.89058 0.3 -1.1 0.1
H 8.57017 8.48633 2.96543 -0.8 -0.6 -0.6
H 9.81069 7.38819 2.45829 -0.7 -0.9 -0.5
H 9.54259 8.84197 5.04702 -0.7 -0.4 0.2
H 10.76190 8.77544 3.93383 0.1 -0.3 -0.4
H 11.18845 7.24870 6.05343 0.4 0.3 -0.4
H 11.32720 6.42475 4.43837 0.8 0.5 0.1
H 9.08912 6.13092 6.39816 -0.3 0.3 -0.2
H 10.38983 5.06981 6.01241 -0.2 -0.3 -0.4
H 10.60590 3.91357 3.91221 0.0 0.6 0.2
H 10.11952 5.18368 2.63638 0.5 0.0 0.5
H 9.10485 3.84445 2.97940 0.3 -0.3 -0.2
C 11.87022 10.18896 -2.07685 -0.2 0.2 2.1
F 10.59215 9.82600 -2.22461 -0.2 -1.0 -1.2
F 11.73698 11.01763 -1.00202 1.1 0.4 -0.3
F 12.57142 9.09462 -1.58326 -0.6 0.8 -0.9
S 12.64066 10.98712 -3.58284 2.9 2.4 -0.5
O 11.71106 12.05391 -3.94936 0.1 -1.4 0.6
O 13.97126 11.51899 -3.15885 -2.6 -1.3 0.1
O 12.76725 9.86909 -4.48852 -0.7 -0.4 0.1
```
Positions in Å, forces in eV/Å.

Values from the calculation:
Charge: +3
HOMO level (Eh): -0.3832
ΔE to the lowest compared entry with this formula, charge and spin (kJ/mol): 885.0
Calculated total energy (a.u.): -3831.689645